Entry 1:
16
Properties=species:S:1:pos:R:3:forces:R:3 method="wB97M-V/def2-TZVPD" homo_lumo_gap_ev=6.62 relative_energy_kcal_mol=129.67 charge=0 e_tot_ev=-7389.1425
O 0.702148 0.281666 2.019345 0.275 0.076 -0.119
C 1.411246 0.767483 1.046852 -2.687 -1.010 -0.730
C 1.180743 0.463637 -0.472964 1.712 -0.556 2.256
C 0.315282 -0.541334 -1.096549 -0.453 -4.830 0.658
C -0.808589 -0.959181 -0.102560 -0.568 1.389 1.371
C -1.834283 0.191197 -0.073463 1.139 0.531 -0.021
H 2.471860 0.478948 1.189632 0.666 0.152 -0.695
H 2.086840 0.821122 -0.941550 -0.215 0.388 -0.907
H 1.374276 1.883514 1.089948 0.592 0.408 -0.570
H 0.890061 -1.688208 -1.199766 -0.554 3.348 0.098
H -0.143064 -0.432818 -2.086693 0.773 0.637 -0.074
H -0.336602 -0.889543 0.867586 0.180 -0.098 0.257
H -1.297091 -1.931383 -0.010840 0.362 -0.235 -1.336
H -2.194855 0.433391 0.938017 -0.130 -0.365 -0.426
H -2.638160 0.070033 -0.801034 -0.035 0.196 0.099
H -1.179815 1.051475 -0.365961 -1.057 -0.032 0.141

Entry 2:
11
Properties=species:S:1:pos:R:3:forces:R:3 method="wB97M-V/def2-TZVPD" homo_lumo_gap_ev="8.33 / 3.38" relative_energy_kcal_mol=109.21 charge=-1 e_tot_ev=-18119.2920
C 0.861541 -0.440280 -0.052455 0.573 0.126 2.925
C 1.049426 -1.011018 -1.187826 -1.219 -2.160 -0.853
C -0.274112 -0.549524 0.986686 -1.222 0.434 -2.203
O -4.474550 0.304028 1.176471 -0.580 0.483 2.372
O -4.736806 0.670424 -1.221238 -0.634 0.672 -1.270
S -4.029220 -0.067071 -0.161428 1.238 -1.171 -1.098
H 1.739751 -0.104218 0.501130 0.354 0.835 -0.587
H 0.463862 -1.897908 -1.568280 0.620 1.344 -0.356
H -1.244316 -0.460082 0.465656 0.203 -0.495 0.079
H -0.219885 -1.523801 1.458960 0.029 0.125 0.474
H -0.345051 0.320661 1.629602 0.639 -0.193 0.516

Entry 3:
78
Properties=species:S:1:pos:R:3:forces:R:3 method="wB97M-V/def2-TZVPD" homo_lumo_gap_ev="5.81 / 6.25" relative_energy_kcal_mol=0.00 s_squared=8.7584 charge=-2 e_tot_ev=-106182.5412 spin_multiplicity=6
Mn 0.241903 -0.912990 -0.834001 0.050 0.065 0.059
C -2.396362 -3.058291 2.507025 -0.012 -0.001 -0.018
C -0.875478 -2.908908 2.533701 0.004 0.043 0.001
C -0.365054 -2.806462 3.973999 0.016 0.002 0.011
C -0.157915 -4.021071 1.793183 -0.061 -0.006 0.100
C -0.505574 -5.344512 2.037381 -0.013 -0.013 0.013
C 0.156913 -6.382074 1.405608 0.024 0.043 -0.033
C 1.167653 -6.080374 0.507756 -0.023 -0.002 -0.013
C 1.544265 -4.768778 0.227898 -0.054 -0.032 -0.008
C 2.591399 -4.579826 -0.858546 0.028 -0.004 0.041
C 1.907976 -4.342915 -2.206385 -0.091 -0.044 -0.029
C 3.665311 -3.520190 -0.604122 -0.025 0.049 -0.045
C 0.882236 -3.725271 0.897085 0.107 -0.056 -0.118
N 1.212745 -2.366425 0.674755 -0.072 0.091 -0.018
C 2.079287 -1.850499 1.537665 0.079 0.154 0.093
O 2.733428 -2.409665 2.436444 -0.042 -0.045 -0.082
C 2.221721 -0.341361 1.421398 -0.039 -0.044 0.028
C 3.198464 0.390752 2.075416 -0.038 0.104 -0.009
C 3.153224 1.777662 1.964489 -0.001 -0.045 0.000
C 2.133952 2.395119 1.250380 -0.006 -0.061 0.036
C 1.192604 1.583191 0.631652 0.008 0.047 0.036
N 1.277962 0.265077 0.715907 0.009 -0.112 -0.039
C -0.030714 2.042000 -0.138891 0.098 -0.033 -0.055
O -0.721164 1.110388 -0.657758 -0.053 0.054 -0.014
N -0.226779 3.322800 -0.134344 -0.020 -0.003 0.125
C -1.350549 3.874442 -0.761331 0.095 0.009 -0.130
C -1.238386 4.330753 -2.093700 -0.010 -0.001 -0.002
C -2.313581 4.977189 -2.687436 -0.060 -0.036 0.006
C -3.502617 5.178029 -2.000254 0.057 -0.002 -0.012
C -3.599556 4.738871 -0.692459 0.030 0.025 0.051
C -2.539974 4.100819 -0.049511 -0.108 0.039 0.028
C -2.772616 3.656189 1.387147 0.026 -0.003 -0.059
C -3.173015 2.178992 1.444657 0.048 0.006 0.048
C -1.636590 3.954816 2.370508 0.013 0.004 0.077
C 0.039224 4.073270 -2.867366 0.013 -0.034 0.020
C 0.383782 5.183916 -3.859195 0.004 0.040 0.018
C -0.024129 2.725203 -3.594772 -0.052 0.020 -0.047
H -2.867282 -2.177157 2.950031 0.002 -0.002 0.004
H -2.727549 -3.930092 3.077708 0.003 -0.009 0.002
H -2.765660 -3.162685 1.485587 0.014 0.002 -0.006
H -0.627243 -1.974137 2.027720 -0.019 -0.014 0.004
H -0.611677 -3.719526 4.525708 -0.001 0.005 0.012
H -0.828260 -1.960048 4.489891 -0.008 -0.006 0.000
H 0.717868 -2.679355 3.991992 0.001 -0.008 -0.022
H -1.302101 -5.566411 2.739406 -0.007 0.004 0.000
H -0.116517 -7.412796 1.601100 0.004 0.000 0.004
H 1.682444 -6.883875 -0.009914 0.004 -0.006 0.001
H 3.107701 -5.545917 -0.916126 0.016 -0.005 -0.001
H 1.322294 -3.423989 -2.193648 0.053 -0.037 0.022
H 1.224522 -5.158884 -2.452756 0.029 -0.035 0.012
H 2.645788 -4.249170 -3.006730 -0.003 0.020 0.003
H 3.287655 -2.523896 -0.833281 0.024 -0.032 0.002
H 4.509783 -3.707260 -1.273766 0.022 -0.005 0.026
H 4.014417 -3.533651 0.429195 0.012 -0.016 0.003
H 3.945686 -0.130962 2.655799 0.008 0.000 -0.001
H 3.910030 2.382109 2.452130 -0.004 -0.002 0.005
H 2.042259 3.468513 1.167481 -0.003 0.004 -0.005
H -2.228921 5.321631 -3.711221 0.004 -0.002 -0.008
H -4.338030 5.676878 -2.477545 -0.004 -0.004 -0.006
H -4.519443 4.898758 -0.137016 -0.001 -0.002 -0.010
H -3.634863 4.241995 1.727535 -0.004 -0.013 -0.011
H -2.381998 1.551984 1.031386 -0.023 -0.020 -0.020
H -4.076778 2.001646 0.858434 0.013 -0.018 -0.009
H -3.363229 1.870598 2.478032 0.000 0.007 -0.011
H -0.860190 3.193631 2.344521 0.017 -0.021 -0.055
H -2.040841 3.986323 3.387475 0.006 0.009 0.000
H -1.154671 4.910150 2.156829 -0.041 0.025 -0.002
H 0.842101 4.022234 -2.127317 -0.001 -0.019 -0.013
H -0.313613 5.203006 -4.700682 -0.004 0.002 0.002
H 1.379218 5.011490 -4.274565 -0.001 -0.008 0.004
H 0.373179 6.169637 -3.386421 -0.002 -0.006 0.001
H -0.802810 2.755669 -4.363543 0.002 0.011 -0.007
H -0.260590 1.902004 -2.923230 0.023 0.001 0.048
H 0.925913 2.499404 -4.084039 -0.005 -0.025 0.022
S 0.457467 -1.795511 -5.291533 -0.041 0.124 0.024
C 0.377862 -1.420758 -3.664792 0.112 -0.289 0.095
S 1.733905 -0.735236 -2.802180 -0.159 0.143 -0.094
S -1.031825 -1.816212 -2.701638 0.034 0.024 -0.073

Entry 4:
7
Properties=species:S:1:pos:R:3:forces:R:3 method="wB97M-V/def2-TZVPD" homo_lumo_gap_ev=5.76 relative_energy_kcal_mol=8.63 charge=-1 e_tot_ev=-40017.6526
C 1.905402 0.172522 -0.045962 0.853 1.365 -0.387
C -1.087322 -0.194796 -0.178347 0.375 -2.118 -0.853
O 2.095429 1.049411 -0.786618 -0.910 -0.660 -0.022
S 2.262659 -0.830787 1.109321 -0.413 -0.757 0.379
Cl -2.180116 0.773588 -1.227159 -0.430 0.539 -0.600
Cl -1.468863 0.307162 1.519868 -0.212 -0.326 0.422
H -1.527192 -1.277099 -0.391103 0.737 1.957 1.061

Entry 5:
35
Properties=species:S:1:pos:R:3:forces:R:3 method="wB97M-V/def2-TZVPD" homo_lumo_gap_ev=9.60 relative_energy_kcal_mol=99.98 charge=0 e_tot_ev=-19896.5474 smiles="C=C/C=C/CC=C.O.O.O.O.O.O"
C 0.752627 2.332023 2.783953 -2.749 -4.010 0.753
C -0.432672 1.903404 2.301058 0.432 0.220 0.445
C -0.748576 0.429789 2.143861 -0.655 0.551 -0.592
C -1.486101 0.051891 1.073268 1.549 -2.871 3.715
C -1.612648 -1.389946 0.605124 1.781 1.739 -2.065
C -2.264431 -1.298339 -0.831562 -0.213 -0.736 3.090
C -1.845807 -1.896687 -1.917468 -1.544 -1.250 -3.846
H 1.495563 1.919457 3.411303 0.272 -2.574 0.399
H 1.196553 3.188938 2.725541 0.964 6.255 -1.045
H -1.130403 2.709676 1.867414 1.081 -1.696 0.270
H -0.332072 -0.376166 2.799742 0.121 1.102 -0.531
H -2.038537 0.737772 0.589371 -1.610 2.512 -1.873
H -2.011056 -2.114269 1.245935 -1.774 -0.625 1.168
H -0.566566 -1.761063 0.678174 -0.634 0.324 -0.965
H -3.248266 -0.765338 -0.735990 1.211 -0.196 -0.746
H -2.535918 -1.713620 -2.898558 1.869 -0.547 2.339
H -1.068997 -2.726848 -2.093316 -0.840 1.914 0.610
O 1.988367 -0.873365 0.415846 0.225 0.823 2.448
H 1.634782 -1.143305 -0.398075 -0.920 -0.883 -2.155
H 1.185077 -0.670369 0.937683 0.709 -0.002 -0.224
O 0.832526 2.693701 -0.136315 0.689 0.008 -4.946
H 1.603609 2.163834 -0.449942 -0.693 0.620 0.058
H 0.861313 2.666931 0.755378 0.140 -0.128 4.304
O 0.511998 -3.441701 0.212220 -0.951 -0.145 -0.723
H 0.485217 -4.391393 0.327088 0.320 -0.413 0.184
H -0.308013 -3.290812 -0.308732 0.839 -0.019 0.378
O 2.815052 1.077107 -1.152824 0.801 0.845 -1.040
H 2.829926 0.433191 -0.446075 -0.222 -0.810 0.813
H 3.394340 0.729720 -1.841873 0.149 0.235 0.154
O -1.012964 1.366935 -1.696361 -0.207 2.824 -0.796
H -0.670654 2.304544 -1.486588 -0.569 -2.374 -0.071
H -0.858789 0.849405 -0.915586 0.489 -0.072 0.435
O 0.902541 -0.315352 -2.454703 0.859 1.601 -0.467
H 0.148813 0.157391 -2.882724 0.618 -0.544 0.764
H 1.534164 0.452865 -2.226266 -1.540 -1.679 -0.241

What did the second record say?
11
Properties=species:S:1:pos:R:3:forces:R:3 method="wB97M-V/def2-TZVPD" homo_lumo_gap_ev="8.33 / 3.38" relative_energy_kcal_mol=109.21 charge=-1 e_tot_ev=-18119.2920
C 0.861541 -0.440280 -0.052455 0.573 0.126 2.925
C 1.049426 -1.011018 -1.187826 -1.219 -2.160 -0.853
C -0.274112 -0.549524 0.986686 -1.222 0.434 -2.203
O -4.474550 0.304028 1.176471 -0.580 0.483 2.372
O -4.736806 0.670424 -1.221238 -0.634 0.672 -1.270
S -4.029220 -0.067071 -0.161428 1.238 -1.171 -1.098
H 1.739751 -0.104218 0.501130 0.354 0.835 -0.587
H 0.463862 -1.897908 -1.568280 0.620 1.344 -0.356
H -1.244316 -0.460082 0.465656 0.203 -0.495 0.079
H -0.219885 -1.523801 1.458960 0.029 0.125 0.474
H -0.345051 0.320661 1.629602 0.639 -0.193 0.516